Molecular formula: C4H12O
Method: DFT, ωB97M-V/def2-TZVPD

Gap between HOMO and LUMO, Ha: 0.3992
SMILES: CCO.CC
2S+1: 1
F_max, eV Å⁻¹: 6.2
E_HOMO, eV: -10.002
Relative energy (zero: lowest compared OMol25 entry of this formula, charge and spin), eV: 2.741
Electronic energy, eV: -6387.3804

Last column: natural (NBO) charge in e.
CARTESIAN COORDINATES (ANGSTROEM)
C1 -1.2776 -0.8616 -0.3826  -0.66
C2 -0.4019 -2.0233 0.1611  -0.06
O1 0.3878 -1.4550 1.1366  -0.69
H1 -0.9488 0.2722 -0.3215  0.23
H2 -2.1197 -0.6663 0.4980  0.19
H3 -1.7698 -0.8874 -1.3111  0.21
H4 -0.9349 -2.7890 0.4933  0.18
H5 0.0464 -2.4345 -0.7725  0.14
H6 1.0023 -0.8228 0.5841  0.46
C3 0.3219 2.1313 0.3618  -0.61
C4 0.9670 1.8949 -1.1262  -0.63
H7 0.7671 1.3610 1.0880  0.21
H8 0.4006 3.1760 0.5967  0.21
H9 -0.7423 1.9247 0.1012  0.20
H10 1.1971 0.7764 -1.0674  0.20
H11 1.9251 2.4406 -1.2197  0.20
H12 0.4180 2.4416 -1.8463  0.22



Molecular formula: C2H3FN2O2S
Method: DFT, ωB97M-V/def2-TZVPD

Gap between HOMO and LUMO (spin up / spin down), Ha: 0.3385 / 0.3384
2S+1: 1
F_max, eV Å⁻¹: 6.1
E_HOMO (spin up / spin down), eV: -10.366 / -10.365
Relative energy (zero: lowest compared OMol25 entry of this formula, charge and spin), eV: 0.548
Electronic energy, eV: -22745.1884

Last column: natural (NBO) charge in e.
CARTESIAN COORDINATES (ANGSTROEM)
C1 2.3100 0.7430 0.0242  0.23
C2 0.9292 0.4576 0.2288  -0.65
N1 3.3326 1.1237 -0.3295  -0.28
N2 -1.5653 1.8549 -0.2373  0.42
O1 -0.9870 2.1977 0.6993  -0.23
O2 -0.7002 -0.6149 -1.6291  -0.82
F1 -2.3659 0.3211 0.1384  -0.58
S1 0.0473 0.8597 -1.4122  0.80
H1 0.8277 -0.6647 0.2853  0.31
H2 0.6084 1.2350 0.8844  0.28
H3 -1.4657 -0.7249 -1.1680  0.51



Molecular formula: C56H117N6O8
Method: DFT, ωB97M-V/def2-TZVPD

Gap between HOMO and LUMO, Ha: 0.2574
Charge: -1
2S+1: 1
F_max, eV Å⁻¹: 2.5
E_HOMO, eV: -4.822
Relative energy (zero: lowest compared OMol25 entry of this formula, charge and spin), eV: 0.000
Electronic energy, eV: -85284.9132

Last column: Löwdin charge in e.
CARTESIAN COORDINATES (ANGSTROEM)
C1 19.4272 -16.6261 -7.7948  -0.03
C2 18.8047 -15.3860 -8.4651  -0.75
O1 18.0273 -14.6956 -7.7665  -0.07
O2 19.1171 -15.1697 -9.6644  -0.07
H1 19.7158 -16.4340 -6.7604  0.07
H2 20.3252 -16.8430 -8.3831  0.05
H3 18.7451 -17.4745 -7.8553  0.04
C3 13.3973 -12.7356 -10.8316  -0.04
C4 13.3288 -14.1326 -11.4528  -0.51
C5 13.1967 -13.9574 -12.9722  -0.14
C6 13.4949 -15.2425 -13.7623  -0.17
C7 14.8507 -15.7902 -13.3522  -0.14
C8 15.0065 -16.0168 -11.8488  -0.51
N1 14.5986 -14.7873 -11.1294  -0.09
O3 14.7819 -14.8943 -9.7475  -0.02
C9 14.2367 -17.2457 -11.3639  -0.03
C10 16.4974 -16.2007 -11.5680  -0.03
C11 12.0764 -14.8464 -10.8997  -0.03
H4 14.1954 -12.1697 -11.3242  0.09
H5 13.7398 -12.7669 -9.7967  0.08
H6 12.4530 -12.2016 -10.9377  0.08
H7 12.1134 -13.8103 -13.0941  0.11
H8 13.6876 -13.0694 -13.3615  0.11
H9 13.5927 -14.8915 -14.7951  0.11
H10 12.6853 -15.9604 -13.6550  0.10
H11 15.6836 -15.2651 -13.8198  0.12
H12 14.9840 -16.8052 -13.7615  0.12
H13 14.4383 -17.4103 -10.2997  0.08
H14 13.1593 -17.2505 -11.5165  0.07
H15 14.6552 -18.1390 -11.8405  0.09
H16 17.0892 -15.4174 -12.0330  0.09
H17 16.7293 -16.2767 -10.5083  0.08
H18 16.8441 -17.1385 -12.0257  0.08
H19 12.3059 -15.3523 -9.9627  0.06
H20 11.6538 -15.5723 -11.5999  0.07
H21 11.2807 -14.1362 -10.6650  0.08
H22 14.2318 -15.6160 -9.4059  0.06
C12 23.5720 -19.9630 -12.2365  -0.04
C13 22.5264 -18.9650 -11.7308  -0.50
C14 23.2985 -17.9073 -10.9150  -0.13
C15 22.6521 -16.5107 -10.8034  -0.16
C16 22.2123 -16.0607 -12.1674  -0.14
C17 21.3218 -17.0564 -12.9014  -0.53
N2 21.9493 -18.3598 -12.9360  -0.11
O4 21.2012 -19.3013 -13.6707  -0.02
C18 19.9094 -17.0073 -12.2996  -0.03
C19 21.1947 -16.5413 -14.3414  -0.04
C20 21.4620 -19.5975 -10.8469  -0.02
H23 23.9547 -20.5971 -11.4331  0.07
H24 24.4152 -19.4340 -12.6818  0.08
H25 23.1649 -20.5933 -13.0299  0.07
H26 23.2451 -18.2204 -9.8615  0.10
H27 24.3642 -17.8452 -11.1329  0.10
H28 23.3992 -15.7575 -10.5294  0.10
H29 21.8623 -16.4941 -10.0526  0.09
H30 23.0426 -15.9347 -12.8789  0.12
H31 21.6790 -15.1105 -12.1931  0.10
H32 19.5100 -15.9956 -12.2350  0.08
H33 19.2078 -17.6047 -12.8894  0.08
H34 19.8763 -17.3826 -11.2764  0.07
H35 20.8065 -15.5309 -14.4437  0.09
H36 22.1857 -16.6547 -14.8002  0.08
H37 20.5264 -17.1793 -14.9287  0.07
H38 20.7410 -20.1556 -11.4423  0.08
H39 20.9828 -18.9058 -10.1527  0.07
H40 21.9271 -20.3117 -10.1502  0.08
H41 21.6384 -19.3497 -14.5254  0.10
C21 24.7686 -17.6640 -4.7991  -0.02
C22 24.1931 -17.8061 -6.2003  -0.52
C23 24.5429 -16.6358 -7.0882  -0.14
C24 25.9956 -16.5903 -7.5259  -0.17
C25 26.2932 -17.8496 -8.3497  -0.13
C26 25.9792 -19.1002 -7.5425  -0.51
N3 24.6605 -19.0034 -6.9288  -0.09
O5 24.3590 -20.1982 -6.2134  -0.02
C27 25.9377 -20.2654 -8.5512  -0.03
C28 27.0817 -19.4137 -6.5086  -0.02
C29 22.6751 -17.9054 -6.1408  -0.04
H42 25.8140 -17.3324 -4.7939  0.07
H43 24.7668 -18.6107 -4.2583  0.08
H44 24.2539 -16.8953 -4.2178  0.09
H45 23.9550 -16.6618 -8.0140  0.11
H46 24.3215 -15.6670 -6.6284  0.12
H47 26.6562 -16.6510 -6.6505  0.09
H48 26.2285 -15.6406 -8.0045  0.11
H49 27.3715 -17.8221 -8.5332  0.13
H50 25.7384 -17.7036 -9.2762  0.10
H51 26.9714 -20.5873 -8.7352  0.08
H52 25.5881 -21.2125 -8.1275  0.08
H53 25.4092 -20.0029 -9.4626  0.06
H54 27.9200 -19.9854 -6.9000  0.08
H55 27.4694 -18.4748 -6.0921  0.07
H56 26.6950 -19.9164 -5.6214  0.08
H57 22.3220 -18.7514 -5.5453  0.06
H58 22.3013 -18.0473 -7.1575  0.08
H59 22.2300 -17.0086 -5.7093  0.10
H60 23.4549 -20.3662 -6.4960  0.10
C30 18.5844 -11.6238 -7.2125  -0.03
C31 20.0309 -11.5011 -7.6681  -0.52
C32 20.7785 -12.6871 -7.0739  -0.13
C33 22.1993 -12.7877 -7.5973  -0.15
C34 22.0496 -13.1233 -9.1216  -0.13
C35 21.2880 -12.0246 -9.8405  -0.51
N4 20.0844 -11.6691 -9.1185  -0.09
O6 19.2815 -10.7505 -9.8228  0.00
C36 22.2133 -10.8055 -10.1277  -0.03
C37 20.8994 -12.5968 -11.2110  -0.03
C38 20.5614 -10.1302 -7.2026  -0.03
H61 17.9614 -10.8803 -7.7153  0.08
H62 18.5382 -11.3336 -6.1522  0.08
H63 18.1429 -12.6154 -7.3085  0.06
H64 20.6539 -12.6351 -5.9890  0.12
H65 20.2595 -13.5796 -7.4381  0.10
H66 22.8565 -13.5194 -7.1318  0.09
H67 22.6802 -11.8017 -7.6356  0.09
H68 21.4323 -14.0303 -9.1192  0.10
H69 23.0574 -13.3566 -9.4654  0.12
H70 23.0154 -11.0615 -10.8225  0.08
H71 21.6125 -10.0143 -10.5808  0.07
H72 22.7131 -10.4232 -9.2350  0.06
H73 21.8303 -12.8980 -11.6971  0.07
H74 20.2679 -13.4664 -10.9959  0.07
H75 20.3444 -11.9305 -11.8693  0.08
H76 21.5878 -9.9443 -7.5129  0.05
H77 20.5297 -10.1179 -6.1104  0.08
H78 19.9156 -9.3365 -7.5809  0.08
H79 19.7709 -9.9150 -9.7913  0.08
C39 15.3770 -19.9787 -4.5884  -0.03
C40 16.7918 -19.4426 -4.7709  -0.53
C41 17.3629 -19.1628 -3.3837  -0.15
C42 18.8385 -18.8337 -3.3766  -0.18
C43 19.6698 -19.9354 -4.0116  -0.13
C44 19.0710 -20.4990 -5.3075  -0.49
N5 17.6241 -20.5130 -5.3067  -0.11
O7 17.1129 -21.0927 -6.4818  0.00
C45 19.6802 -19.7164 -6.5253  -0.01
C46 19.5576 -21.9426 -5.4178  -0.05
C47 16.7593 -18.1673 -5.6005  -0.02
H80 14.9095 -20.1121 -5.5643  0.08
H81 14.8211 -19.2441 -4.0021  0.08
H82 15.3596 -20.9414 -4.0787  0.09
H83 16.8249 -18.2967 -2.9747  0.12
H84 17.1139 -19.9745 -2.6944  0.12
H85 19.1479 -18.5869 -2.3570  0.11
H86 19.0096 -17.8899 -3.9083  0.11
H87 19.8643 -20.7180 -3.2668  0.12
H88 20.6813 -19.5489 -4.1612  0.10
H89 20.6060 -19.1841 -6.3348  0.04
H90 19.8006 -20.4169 -7.3590  0.09
H91 18.9526 -19.0223 -6.9513  0.03
H92 20.6432 -22.0590 -5.4201  0.08
H93 19.1634 -22.4906 -4.5534  0.08
H94 19.1821 -22.4937 -6.2813  0.08
H95 16.3546 -18.2799 -6.6088  0.10
H96 17.7838 -17.8108 -5.7253  0.06
H97 16.2317 -17.3558 -5.1029  0.06
H98 17.1385 -20.4107 -7.1719  0.10
C48 10.5951 -14.6592 -5.5960  -0.02
C49 11.7102 -13.6704 -6.0694  -0.52
C50 11.9983 -12.6922 -4.9331  -0.15
C51 12.8926 -13.2343 -3.8278  -0.18
C52 14.1643 -13.8110 -4.4429  -0.14
C53 13.9480 -14.8390 -5.5638  -0.51
N6 12.9326 -14.3219 -6.4781  -0.08
O8 12.7121 -15.1906 -7.5671  -0.02
C54 15.2748 -14.9309 -6.3115  -0.04
C55 13.6045 -16.2037 -4.9417  -0.03
C56 11.1511 -12.8711 -7.2297  -0.04
H99 9.6216 -14.4877 -6.0611  0.08
H100 10.4255 -14.5714 -4.5211  0.08
H101 10.8317 -15.7045 -5.8088  0.06
H102 12.4247 -11.7612 -5.3151  0.12
H103 11.0534 -12.4110 -4.4557  0.12
H104 12.3958 -13.9666 -3.1854  0.11
H105 13.2230 -12.4096 -3.1913  0.11
H106 14.8130 -14.2485 -3.6814  0.12
H107 14.7344 -12.9739 -4.8598  0.12
H108 15.5606 -14.0092 -6.8086  0.09
H109 16.0766 -15.1676 -5.6048  0.08
H110 15.2635 -15.7617 -7.0176  0.07
H111 14.1742 -16.4457 -4.0502  0.08
H112 12.5464 -16.2039 -4.6504  0.06
H113 13.6222 -16.9581 -5.7336  0.08
H114 10.7322 -13.5341 -7.9918  0.08
H115 11.8873 -12.2184 -7.6987  0.09
H116 10.3013 -12.2496 -6.9284  0.09
H117 12.0784 -15.8502 -7.2402  0.09



Molecular formula: CH4I2Si
Method: DFT, ωB97M-V/def2-TZVPD

Gap between HOMO and LUMO, Ha: 0.2906
SMILES: [SiH2]=CI.I
2S+1: 1
F_max, eV Å⁻¹: 2.6
E_HOMO, eV: -8.275
Relative energy (zero: lowest compared OMol25 entry of this formula, charge and spin), eV: 5.264
Electronic energy, eV: -25177.8001

Last column: natural (NBO) charge in e.
CARTESIAN COORDINATES (ANGSTROEM)
Si1 -0.8093 1.7015 -0.0442  1.03
C1 -1.2977 0.2169 0.8110  -1.03
I1 -0.0773 -0.3792 2.5513  0.10
H1 0.3886 2.4065 0.2578  -0.17
H2 -1.4494 2.4180 -1.1320  -0.16
H3 -1.7380 -0.6913 0.4303  0.23
I2 2.8543 -3.0783 -0.8098  -0.09
H4 2.1288 -2.5941 -2.0645  0.09



Molecular formula: C4H9O
Method: DFT, ωB97M-V/def2-TZVPD

Gap between HOMO and LUMO, Ha: 0.3906
Charge: +1
2S+1: 1
F_max, eV Å⁻¹: 4.8
E_HOMO, eV: -15.048
Relative energy (zero: lowest compared OMol25 entry of this formula, charge and spin), eV: 1.826
Electronic energy, eV: -6330.4714

Last column: natural (NBO) charge in e.
CARTESIAN COORDINATES (ANGSTROEM)
C1 0.8824 -0.4259 1.6093  -0.31
C2 1.2148 0.2910 -0.3568  -0.08
C3 -0.4866 -0.4680 0.9344  -0.10
C4 -0.9831 0.1823 -1.4376  -0.27
O1 -0.0801 -0.3820 -0.4713  -0.33
H1 1.4441 -1.3422 1.6624  0.24
H2 1.0946 0.3349 2.3383  0.24
H3 1.1801 1.3693 -0.3423  0.22
H4 1.9890 -0.1952 -0.9213  0.23
H5 -1.0260 -1.4059 1.0853  0.24
H6 -1.1158 0.3760 1.2300  0.23
H7 -1.9023 -0.4027 -1.4430  0.24
H8 -1.2028 1.2304 -1.2260  0.22
H9 -0.5084 0.0948 -2.4166  0.24